1.
17
Properties=species:S:1:pos:R:3 method="wB97M-V/def2-TZVPD" multiplicity=2 homo_ev="-13.647 / -13.190" energy_ha=-342.7776 fmax_ev_per_a=3.1 total_charge=+1
C -2.51 1.06 2.13
N -1.59 0.03 2.13
O -3.17 1.37 1.16
H -2.68 1.58 3.11
H -0.87 -0.03 2.88
H -1.36 -0.27 1.17
N -0.59 -0.68 -0.68
C 0.78 -1.01 -1.36
C 2.85 0.29 -0.87
C 1.60 0.27 -1.35
H -1.27 -1.44 -0.96
H -0.93 0.18 -1.13
H 0.57 -1.40 -2.35
H 1.32 -1.76 -0.76
H 3.40 1.21 -1.00
H 3.30 -0.53 -0.30
H 1.16 1.14 -1.82

2.
66
Properties=species:S:1:pos:R:3 method="wB97M-V/def2-TZVPD" homo_ev=-3.717 energy_ha=-5763.7200 fmax_ev_per_a=2.8 total_charge=-1
Ti -0.51 -0.24 -0.26
S -2.10 -1.77 1.08
C -1.72 -1.43 2.76
C -1.93 -2.38 3.76
C -1.69 -2.07 5.09
C -1.23 -0.81 5.44
C -0.99 0.13 4.45
C -1.21 -0.18 3.11
S -0.88 1.01 1.85
C 1.59 2.32 0.17
C 0.48 2.76 -0.51
C 0.33 4.16 -0.82
C -0.68 4.59 -1.61
C -1.60 3.66 -2.15
C -1.46 2.35 -1.80
C -2.41 1.33 -2.35
S -3.23 0.57 -0.91
C -3.93 -0.86 -1.66
C -5.32 -0.93 -1.78
C -5.94 -2.04 -2.32
C -5.15 -3.10 -2.76
C -3.77 -3.04 -2.63
C -3.13 -1.93 -2.07
S -1.38 -1.94 -1.98
N -0.50 1.88 -0.94
H -2.28 -3.36 3.47
H -1.85 -2.82 5.86
H -1.05 -0.56 6.48
H -0.61 1.11 4.70
H 1.65 1.31 0.55
H 2.19 3.06 0.70
H 1.05 4.85 -0.41
H -0.78 5.65 -1.84
H -2.40 3.96 -2.81
H -1.88 0.53 -2.87
H -3.13 1.79 -3.03
H -5.91 -0.09 -1.43
H -7.02 -2.08 -2.40
H -5.61 -3.98 -3.18
H -3.16 -3.88 -2.96
C 3.97 -0.49 0.38
Ge 2.54 -1.23 1.51
C 3.26 -2.93 2.17
C 2.34 -0.07 3.05
C 0.92 -1.63 0.51
H 4.93 -0.62 0.87
H 3.82 0.58 0.19
H 4.00 -1.01 -0.58
H 4.20 -2.76 2.71
H 3.45 -3.61 1.34
H 2.54 -3.40 2.84
H 3.33 0.13 3.48
H 1.72 -0.56 3.81
H 1.85 0.87 2.79
H 0.36 -2.34 1.12
H 1.26 -2.18 -0.38
N 3.50 2.41 -2.14
C 3.69 1.37 -2.95
N 4.70 1.45 -3.87
N 3.01 0.25 -2.95
C 1.90 0.11 -2.27
N 0.89 -0.15 -1.76
H 3.82 3.31 -2.44
H 2.72 2.38 -1.44
H 5.50 2.00 -3.60
H 4.92 0.57 -4.31

3.
57
Properties=species:S:1:pos:R:3 method="wB97M-V/def2-TZVPD" homo_ev=-10.601 energy_ha=-1632.5644 fmax_ev_per_a=1.4 total_charge=+1
Ta -1.62 0.43 0.13
C 1.72 0.40 2.71
C 2.02 0.84 1.27
C 1.83 2.35 1.13
P 0.94 -0.07 0.11
C 1.29 -1.87 0.25
C 0.61 -2.57 1.43
C 2.79 -2.20 0.23
C 1.44 0.39 -1.61
C 2.91 0.77 -1.82
C 0.51 1.50 -2.13
H 2.21 1.08 3.41
H 2.09 -0.61 2.91
H 0.65 0.40 2.91
H 3.05 0.58 1.02
H 0.78 2.62 1.28
H 2.15 2.73 0.16
H 2.42 2.87 1.90
H 0.83 -2.25 -0.66
H 1.18 -2.44 2.35
H 0.56 -3.64 1.22
H -0.40 -2.21 1.59
H 3.28 -1.83 1.14
H 3.31 -1.80 -0.64
H 2.91 -3.28 0.21
H 1.23 -0.52 -2.18
H 3.14 1.74 -1.37
H 3.10 0.86 -2.89
H 3.60 0.05 -1.41
H 0.47 2.35 -1.44
H -0.51 1.13 -2.29
H 0.86 1.89 -3.08
C -2.21 -0.44 1.82
H -2.52 -1.48 1.95
H -2.22 0.12 2.76
C -2.11 5.13 1.18
S -1.72 3.57 1.93
C -3.22 3.33 2.85
O -1.80 2.58 0.77
H -3.05 5.02 0.63
H -1.30 5.37 0.50
H -2.19 5.88 1.96
H -3.31 4.15 3.56
H -3.13 2.38 3.37
H -4.05 3.31 2.15
N -1.66 -0.95 -1.02
C -1.63 -2.09 -1.84
C -1.31 -2.00 -3.19
C -1.21 -3.14 -3.97
C -1.44 -4.39 -3.41
C -1.78 -4.49 -2.07
C -1.87 -3.35 -1.28
H -1.15 -1.01 -3.62
H -0.96 -3.05 -5.02
H -1.37 -5.28 -4.02
H -1.98 -5.46 -1.63
H -2.13 -3.41 -0.23

4.
34
Properties=species:S:1:pos:R:3 method="wB97M-V/def2-TZVPD" homo_ev=1.549 energy_ha=-4101.8471 fmax_ev_per_a=4.4 total_charge=-2
C -1.87 -0.96 -1.02
C -2.25 -1.41 0.29
C -2.16 -0.31 1.18
H -2.60 -2.41 0.56
C -1.69 0.81 0.43
C -1.53 0.42 -0.92
H -1.30 1.12 -1.75
H -1.86 -1.58 -1.91
H -2.49 -0.28 2.22
H -1.48 1.81 0.82
Be 0.54 0.02 -2.78
Br 2.39 -0.72 -0.87
C 2.02 0.59 -3.82
C 0.86 1.36 -4.06
C -0.16 0.47 -4.49
H 0.78 2.44 -3.96
C 0.36 -0.85 -4.45
C 1.72 -0.76 -4.08
H 2.39 -1.60 -3.98
H 2.99 0.98 -3.51
H -1.11 0.76 -4.90
H -0.17 -1.76 -4.75
F 0.27 1.26 6.33
C 0.43 0.73 5.11
C 0.77 1.54 4.03
F 0.86 2.87 4.22
C 0.95 0.99 2.77
F 1.11 1.80 1.70
C 0.81 -0.40 2.56
S 0.80 -1.16 1.03
C 0.44 -1.20 3.68
F 0.07 -2.49 3.43
C 0.26 -0.64 4.93
F -0.14 -1.43 5.96

5.
60
Properties=species:S:1:pos:R:3 method="wB97M-V/def2-TZVPD" multiplicity=5 homo_ev="-8.342 / -11.109" energy_ha=-2647.1027 fmax_ev_per_a=7.9 total_charge=+1
C -1.63 -0.87 -3.28
C -0.81 -0.84 -2.01
C 0.66 -0.30 -2.15
Fe 2.32 -0.76 -3.21
C 3.03 0.77 -2.59
O 3.36 1.72 -1.98
C 1.64 0.13 -4.68
O 1.30 0.96 -5.43
C 3.04 -2.31 -2.03
C 4.09 -1.58 -2.67
C 3.88 -1.66 -4.10
C 2.67 -2.37 -4.34
C 2.14 -2.78 -3.06
H -2.64 -1.29 -3.16
H -1.75 0.15 -3.66
H -1.09 -1.49 -3.99
H -0.79 -1.80 -1.53
H 0.53 0.77 -2.23
H 1.11 -0.46 -1.16
H 2.93 -2.53 -0.99
H 4.97 -1.19 -2.16
H 4.54 -1.24 -4.86
H 2.26 -2.68 -5.29
H 1.27 -3.41 -2.92
C 2.41 1.64 2.50
C 1.47 0.50 2.13
C 2.15 -0.37 1.07
C 1.22 -0.45 3.33
N 0.19 1.01 1.59
C -0.25 2.40 1.80
C -1.76 2.37 1.98
N -2.23 1.05 1.51
C -3.53 0.52 2.02
C -4.43 1.64 2.50
C -3.30 -0.52 3.13
C -4.24 -0.17 0.87
P -1.04 -0.12 1.51
H -1.30 -0.11 -1.37
H 2.07 2.21 3.38
H 3.39 1.19 2.76
H 2.56 2.31 1.64
H 1.59 -1.26 0.70
H 2.47 0.25 0.22
H 3.10 -0.74 1.51
H 0.61 -1.33 3.03
H 2.20 -0.82 3.69
H 0.72 0.08 4.15
H 0.27 2.83 2.67
H -0.01 3.01 0.90
H -2.00 2.52 3.04
H -2.23 3.18 1.40
H -4.56 2.40 1.72
H -5.41 1.17 2.71
H -4.06 2.09 3.43
H -2.79 -1.43 2.74
H -2.70 -0.10 3.95
H -4.27 -0.84 3.54
H -3.73 -1.07 0.50
H -5.24 -0.50 1.22
H -4.40 0.51 0.02

6.
71
Properties=species:S:1:pos:R:3 method="wB97M-V/def2-TZVPD" homo_ev=-6.383 energy_ha=-1635.7104 fmax_ev_per_a=4.1
C -1.53 4.57 -5.87
C -0.70 3.47 -6.56
C 0.06 2.74 -5.44
N -0.52 3.19 -4.14
C -0.36 2.52 -2.92
C 0.83 1.83 -2.59
C 1.02 1.31 -1.34
C 0.01 1.37 -0.36
C 0.22 0.87 0.97
C -0.83 0.29 1.75
C -1.83 -0.49 1.11
C -2.80 -1.12 1.83
C -2.89 -0.96 3.23
N -3.93 -1.57 3.94
C -4.37 -1.18 5.31
C -5.54 -2.10 5.67
C -5.44 -3.31 4.72
C -4.61 -2.83 3.52
C -1.91 -0.18 3.86
C -0.89 0.40 3.16
C -1.20 2.00 -0.72
C -1.36 2.58 -1.94
C -1.64 4.14 -4.40
H -1.02 5.54 -5.94
H -2.51 4.70 -6.33
H -1.36 2.77 -7.08
H -0.03 3.89 -7.32
H -0.05 1.65 -5.51
H 1.13 2.96 -5.47
H 1.60 1.74 -3.34
H 1.94 0.80 -1.11
H 1.21 0.89 1.37
H -1.76 -0.63 0.05
H -3.51 -1.75 1.33
H -3.53 -1.31 6.00
H -4.65 -0.12 5.32
H -5.51 -2.41 6.73
H -6.49 -1.58 5.53
H -4.94 -4.15 5.21
H -6.43 -3.67 4.41
H -5.24 -2.65 2.63
H -3.84 -3.55 3.23
H -1.94 -0.07 4.93
H -0.13 0.97 3.66
H -1.99 2.06 0.01
H -2.28 3.10 -2.16
H -1.56 4.98 -3.71
H -2.60 3.64 -4.21
C 5.00 -1.95 3.57
C 4.29 -1.80 2.27
O 5.08 -1.84 1.17
B 4.39 -1.70 -0.09
H 3.41 -1.02 0.16
O 5.14 -0.96 -1.07
C 4.99 0.38 -1.02
C 5.77 1.16 -2.02
O 4.28 0.95 -0.22
O 3.85 -2.95 -0.58
C 2.69 -2.83 -1.26
C 2.13 -4.11 -1.80
O 2.12 -1.79 -1.46
O 3.09 -1.65 2.24
H 6.02 -1.61 3.48
H 4.50 -1.37 4.35
H 5.02 -3.00 3.87
H 5.95 0.55 -2.90
H 5.24 2.06 -2.31
H 6.74 1.44 -1.60
H 2.49 -4.94 -1.20
H 1.04 -4.09 -1.77
H 2.46 -4.26 -2.82

7.
84
Properties=species:S:1:pos:R:3 method="wB97M-V/def2-TZVPD" smiles="C[C@H](COC(=O)CS[C@@H](C#N)CC#N)OC(=O)CS.COP(=O)(OC)OC.COP(=O)(OC)OC.COP(=O)(OC)OC" homo_ev=-9.232 energy_ha=-3919.9740 fmax_ev_per_a=9.2
C 0.70 0.02 7.39
C 0.16 -0.24 5.87
C 0.29 1.17 5.11
O -0.97 1.80 4.74
C -1.53 2.53 5.84
O -1.00 3.61 6.18
C -2.86 1.91 6.51
S -4.30 3.07 6.15
C -5.75 1.97 5.73
C -5.54 1.34 4.25
N -5.35 0.74 3.23
C -5.81 0.73 6.79
C -7.31 0.63 7.34
N -8.36 0.46 7.88
O -1.20 -0.72 6.02
C -1.72 -1.26 4.82
O -1.22 -1.15 3.68
C -3.12 -2.06 4.94
S -3.58 -2.24 6.76
H -0.08 -0.44 8.12
H 0.72 1.14 7.65
H 1.68 -0.52 7.60
H 0.88 -1.00 5.41
H 0.91 1.96 5.67
H 0.89 0.97 4.13
H -2.75 1.78 7.65
H -3.16 0.91 6.02
H -6.71 2.58 5.78
H -5.52 -0.22 6.21
H -5.12 0.88 7.68
H -3.99 -1.45 4.48
H -3.08 -3.10 4.47
H -3.42 -1.01 7.38
C -1.55 1.37 2.03
O -0.86 2.27 1.17
P -1.80 3.34 0.20
O -2.81 3.60 1.32
O -2.26 2.07 -0.74
C -1.24 1.44 -1.51
O -2.62 4.45 -0.83
C -3.93 4.12 -1.27
H -0.87 0.56 2.28
H -1.82 1.88 2.96
H -2.43 0.95 1.56
H -0.98 0.49 -1.04
H -0.35 2.06 -1.59
H -1.63 1.24 -2.51
H -4.49 3.59 -0.50
H -3.87 3.52 -2.17
H -4.45 5.06 -1.50
C -0.86 1.63 -6.40
O -0.28 0.33 -6.39
P 1.08 0.05 -5.37
O 0.51 0.90 -4.24
O 2.01 0.96 -6.39
C 2.22 0.44 -7.70
O 2.46 -0.34 -4.42
C 3.36 0.70 -4.08
H -1.44 1.73 -7.32
H -1.54 1.74 -5.55
H -0.10 2.41 -6.38
H 1.60 0.99 -8.41
H 1.98 -0.62 -7.76
H 3.27 0.59 -7.96
H 2.85 1.65 -3.91
H 4.10 0.82 -4.87
H 3.88 0.41 -3.16
C 4.84 -2.41 -4.12
O 5.53 -2.33 -5.36
P 5.49 -3.69 -6.41
O 4.03 -3.99 -6.09
O 6.51 -4.49 -5.39
C 7.83 -3.98 -5.25
O 5.55 -4.99 -7.54
C 5.41 -6.31 -7.04
H 5.25 -1.64 -3.46
H 3.78 -2.20 -4.27
H 4.98 -3.39 -3.65
H 7.91 -3.46 -4.30
H 8.08 -3.29 -6.06
H 8.53 -4.81 -5.26
H 4.73 -6.37 -6.20
H 6.39 -6.70 -6.75
H 5.03 -6.94 -7.85

8.
87
Properties=species:S:1:pos:R:3 method="wB97M-V/def2-TZVPD" homo_ev=-9.797 energy_ha=-2435.6917 fmax_ev_per_a=0.5 total_charge=+1
In 0.14 0.37 -0.09
C 5.29 1.29 0.05
C 3.79 1.53 -0.14
C 3.28 2.64 0.78
P 2.69 0.06 0.12
C 3.20 -1.34 -0.99
C 3.58 -0.79 -2.37
C 4.26 -2.28 -0.42
C 2.73 -0.46 1.84
C 3.96 -0.75 2.46
C 4.02 -1.18 3.77
C 2.83 -1.36 4.47
C 1.61 -1.09 3.88
C 1.51 -0.62 2.56
N 0.32 -0.41 1.93
C -0.94 -0.58 2.51
C -1.33 -0.04 3.74
C -2.62 -0.25 4.21
C -3.54 -0.97 3.47
C -3.19 -1.47 2.23
C -1.89 -1.29 1.74
P -1.34 -1.80 0.10
C -2.85 -1.91 -0.96
C -2.50 -2.57 -2.29
C -3.40 -0.50 -1.17
C -0.71 -3.54 0.28
C 0.51 -3.56 1.20
C -1.80 -4.48 0.79
H 5.83 2.18 -0.28
H 5.53 1.13 1.10
H 5.66 0.45 -0.53
H 3.61 1.81 -1.18
H 3.45 2.38 1.82
H 3.82 3.57 0.57
H 2.22 2.82 0.63
H 2.27 -1.91 -1.09
H 4.58 -0.36 -2.35
H 3.59 -1.60 -3.10
H 2.89 -0.02 -2.70
H 5.23 -1.78 -0.33
H 3.98 -2.66 0.55
H 4.39 -3.12 -1.10
H 4.87 -0.65 1.90
H 4.97 -1.39 4.23
H 2.86 -1.72 5.49
H 0.71 -1.27 4.44
H -0.63 0.55 4.30
H -2.90 0.18 5.16
H -4.54 -1.13 3.85
H -3.92 -2.01 1.64
H -3.60 -2.52 -0.44
H -1.65 -2.06 -2.76
H -2.25 -3.63 -2.17
H -3.35 -2.50 -2.97
H -2.67 0.12 -1.70
H -4.31 -0.53 -1.76
H -3.62 -0.01 -0.22
H -0.40 -3.84 -0.73
H 0.24 -3.27 2.21
H 0.93 -4.57 1.24
H 1.30 -2.89 0.85
H -2.16 -4.16 1.77
H -2.65 -4.54 0.11
H -1.39 -5.49 0.89
C -0.78 -1.00 -5.66
C 0.09 0.15 -5.14
C 0.16 0.17 -3.70
N 0.22 0.17 -2.55
H -0.76 -0.99 -6.75
H -1.81 -0.89 -5.33
H -0.40 -1.96 -5.32
H -0.30 1.11 -5.48
H 1.11 0.07 -5.52
N -5.76 8.56 -0.64
C -5.09 7.63 -0.56
C -4.25 6.48 -0.48
C -3.86 5.99 0.77
C -3.04 4.88 0.85
C -2.61 4.24 -0.32
C -3.01 4.73 -1.56
C -3.83 5.84 -1.64
C -1.77 3.08 -0.24
C -1.06 2.10 -0.19
H -4.19 6.49 1.67
H -2.73 4.50 1.81
H -2.68 4.23 -2.46
H -4.14 6.22 -2.61